[1]
35
Properties=species:S:1:pos:R:3:forces:R:3:lowdin_charge:R:1 method="wB97M-V/def2-TZVPD" charge=-1 energy_ha=-11968.18286 homo_lumo_gap_ev=6.127 e_homo_ev=-3.614 lumo_energy_ev=2.513 de_lowest_kj_mol=43.23
Cu 6.935739 3.447026 10.368031 0.109 0.274 -0.265 -0.358
Se 8.096754 1.463483 10.986435 0.087 0.267 0.701 -0.004
Se 8.359959 2.141250 13.294662 -0.303 -0.351 -0.558 -0.126
Se 8.412702 4.476895 13.355413 -0.183 0.231 -0.608 -0.182
Se 6.647880 5.249801 11.922668 0.327 -0.564 0.183 -0.070
C 9.012357 2.233090 5.387403 0.140 -1.556 0.109 -0.037
C 8.112755 2.911542 6.292989 -1.247 1.066 0.499 -0.338
C 7.236017 3.932720 5.949144 0.474 -0.781 1.319 0.016
C 6.540487 4.177249 7.145486 -0.617 1.377 1.755 -0.331
N 6.991254 3.431654 8.144491 0.107 -0.613 -0.176 0.005
N 7.945098 2.619452 7.610754 -1.280 2.741 -2.261 0.074
C 5.340777 5.020189 7.584075 -0.659 -0.851 -2.089 -0.031
H 8.764040 2.515630 4.336345 0.612 -0.473 0.893 0.099
H 8.827260 1.159792 5.628625 0.362 0.348 -0.977 0.098
H 10.025392 2.421267 5.726210 0.437 0.122 -0.621 0.083
H 7.240367 4.446366 5.015773 -0.307 0.143 -0.367 0.097
H 8.224515 1.874934 8.154517 1.102 -1.772 1.256 0.066
H 4.512759 4.430021 7.095638 0.202 0.351 1.096 0.083
H 5.153525 5.995126 7.060799 0.901 -0.486 0.974 0.080
H 5.305927 4.976790 8.693092 -0.259 0.467 -0.860 0.055
N 11.947089 2.437817 14.000987 0.882 -0.190 -0.291 0.189
C 13.045663 2.721571 13.248005 -3.684 -1.243 -0.892 -0.544
O 13.963569 3.347267 13.617380 3.593 1.871 1.387 0.101
C 12.931463 2.181362 11.860067 -0.683 -0.589 0.314 -0.141
C 14.004066 1.510988 11.337798 0.674 -0.513 -0.818 -0.026
C 13.873198 0.952063 10.083084 -1.105 -0.103 -1.547 -0.139
N 12.721700 0.989396 9.355469 0.553 0.354 0.283 0.048
C 11.674429 1.620921 9.892636 1.481 -0.337 0.685 -0.150
C 11.741430 2.178752 11.155455 -0.692 0.926 0.177 -0.030
H 11.847107 2.840125 14.900867 -0.007 0.432 0.591 0.101
H 11.125203 2.159630 13.527221 -1.042 -0.414 -0.159 -0.016
H 14.912923 1.375252 11.892608 0.320 0.250 0.148 0.112
H 14.680697 0.497585 9.499992 0.000 -0.048 0.724 0.098
H 10.763318 1.712479 9.357006 -0.614 -0.220 -0.560 0.054
H 10.835930 2.664349 11.534533 0.321 -0.113 -0.044 0.065

***

[2]
27
Properties=species:S:1:pos:R:3:forces:R:3:lowdin_charge:R:1 method="wB97M-V/def2-TZVPD" energy_ha=-536.96011 homo_lumo_gap_ev=9.995 e_homo_ev=-9.195 smiles=c1cc2c(cn1)[C@H]1CC[C@H](CC2)N1 lumo_energy_ev=0.800 de_lowest_kj_mol=288.65
C -3.248108 0.124618 -0.303708 0.167 -0.673 0.878 -0.146
C -2.289311 1.093074 -0.131026 1.862 1.084 -0.980 -0.043
C -0.886710 0.849449 0.123234 -1.909 -1.078 -0.232 -0.126
C -0.658012 -0.534911 0.257120 2.005 0.627 0.570 -0.122
C -1.685388 -1.449903 0.055656 0.494 -0.203 0.177 -0.130
N -2.956197 -1.197740 -0.190573 -0.278 0.795 -0.250 0.067
C 0.717305 -1.140173 0.721750 1.270 -1.417 -0.529 -0.245
C 1.729885 -1.815803 -0.392506 0.164 1.452 0.118 -0.061
C 2.825798 -0.616824 -0.775487 -0.692 -1.479 0.336 -0.085
C 1.868448 0.441875 -0.238153 2.837 2.081 0.547 -0.393
C 1.618364 2.004054 -0.224433 0.395 -1.253 1.964 -0.073
C 0.036322 2.088784 0.155380 0.565 0.058 -0.991 -0.104
N 1.711127 -0.144602 1.101023 -2.287 1.713 0.519 0.011
H -4.289924 0.456429 -0.429257 0.487 -0.557 -0.231 0.109
H -2.533984 2.103177 -0.464637 -0.236 -0.023 0.574 0.103
H -1.303360 -2.468193 0.126984 -0.796 -0.270 -0.057 0.119
H 0.506742 -1.922593 1.479536 0.186 0.605 -0.135 0.138
H 1.110092 -2.019523 -1.248916 0.147 -0.447 -0.635 0.088
H 2.280344 -2.684153 -0.039354 -0.452 -0.141 0.178 0.093
H 3.016210 -0.710434 -1.846179 -0.144 0.480 -0.013 0.094
H 3.782876 -0.732686 -0.227766 -0.720 0.110 -0.179 0.103
H 1.098413 0.283846 -0.884589 -2.616 -1.095 -1.460 0.072
H 2.243862 2.487826 0.588209 -0.821 -0.238 -0.960 0.115
H 1.856194 2.457761 -1.174374 -0.108 0.103 -0.257 0.093
H -0.006936 2.540470 1.138261 -0.294 0.138 0.206 0.104
H -0.511308 2.747036 -0.556258 0.757 0.044 0.576 0.108
H 1.294713 0.591994 1.678232 0.019 -0.416 0.266 0.111

***

[3]
28
Properties=species:S:1:pos:R:3:forces:R:3:lowdin_charge:R:1 method="wB97M-V/def2-TZVPD" energy_ha=-612.19863 homo_lumo_gap_ev=10.066 e_homo_ev=-9.181 smiles="CC1=C[C@@](C)([C@@H]2C=NNC2=O)C=CC1" lumo_energy_ev=0.885 de_lowest_kj_mol=399.39
C 1.327763 2.560968 0.456991 1.670 -2.307 -2.926 -0.028
C 0.563798 1.285543 0.111395 -1.372 0.174 0.134 -0.239
C 1.011233 0.057505 -0.000005 -0.210 -1.232 -0.741 -0.009
C 0.092219 -1.114482 -0.420009 -0.078 -0.631 -1.677 -0.385
C 0.950431 -2.266364 -1.108857 -1.791 -2.821 3.082 -0.034
C -0.770206 -1.701397 0.748405 2.119 0.122 0.407 -0.106
C -1.697443 -0.791574 1.526627 1.092 -1.193 0.356 -0.132
N -1.357247 -0.710570 2.747942 0.664 0.075 1.697 0.088
N -0.186034 -1.474984 2.985188 -1.562 0.679 -1.976 0.084
C 0.257305 -2.088026 1.862488 0.003 -0.862 0.744 -0.428
O 1.243735 -2.811129 1.897255 -0.630 0.411 -0.848 0.049
C -0.906031 -0.627215 -1.469726 0.343 2.810 -0.046 -0.048
C -1.383589 0.635972 -1.380241 -0.320 -1.621 0.841 -0.078
C -0.977017 1.396784 -0.153320 0.912 3.719 -0.814 -0.150
H 1.907687 2.476643 1.340582 0.238 0.099 0.962 0.065
H 0.583370 3.262783 0.444899 -1.317 2.385 0.576 0.022
H 2.061626 2.813580 -0.396849 -1.071 -0.357 1.193 0.117
H 2.051431 -0.171323 -0.055794 0.731 -0.169 0.514 0.118
H 0.298478 -3.101597 -1.550108 0.426 1.398 0.524 0.106
H 1.577783 -2.874601 -0.358236 -0.804 1.354 -0.928 0.097
H 1.566163 -1.954682 -1.872466 1.305 1.196 -1.649 0.042
H -1.244369 -2.610402 0.417665 -0.369 -0.298 -0.288 0.154
H -2.558345 -0.228440 1.207422 -0.227 -0.458 -0.163 0.118
H 0.323665 -1.594587 3.830602 -0.293 0.474 0.865 0.145
H -0.962865 -1.040825 -2.442943 -0.302 -1.279 -0.546 0.096
H -2.112582 1.072889 -2.091125 0.773 -0.322 0.392 0.111
H -1.158264 2.548587 -0.429971 -0.029 -2.339 1.153 0.148
H -1.474552 1.076538 0.780643 0.100 0.992 -0.834 0.077

***

[4]
29
Properties=species:S:1:pos:R:3:forces:R:3:lowdin_charge:R:1 method="wB97M-V/def2-TZVPD" energy_ha=-1333.32495 homo_lumo_gap_ev="5.717 / 7.397" e_homo_ev="-7.239 / -7.792" lumo_energy_ev="-1.522 / -0.395" de_lowest_kj_mol=167.68
C 0.049231 -1.203909 -4.127361 0.086 -0.070 -0.079 -0.088
C -0.972498 -0.544912 -3.457382 -0.089 -0.007 -0.032 -0.084
C 1.291349 -1.335303 -3.525686 -0.014 -0.033 -0.164 -0.086
C -0.760884 -0.026094 -2.200455 0.097 0.058 0.132 -0.018
C 1.522325 -0.809139 -2.272404 0.083 0.073 0.246 -0.023
C 0.496072 -0.141418 -1.580586 0.433 -0.260 -0.815 -0.274
C 2.348173 0.191251 1.349229 -0.463 -0.559 0.747 -1.138
C -0.198051 -0.649835 1.853795 0.196 0.311 -0.575 -0.433
C -1.968734 1.036008 1.410423 0.274 0.048 0.026 -0.072
C -1.088306 0.610646 3.740958 0.117 0.123 -0.094 -0.070
C -0.742824 0.676790 2.242998 -0.245 0.100 0.130 -0.499
N 1.871521 0.532310 0.142437 0.539 -0.060 -1.108 -0.112
N 0.627495 0.391625 -0.332458 -1.133 0.251 1.361 0.056
S 3.763475 0.742949 1.958418 0.133 -0.065 0.046 0.584
S 1.384727 -1.113126 2.165581 0.846 0.351 -0.082 0.949
H -0.120995 -1.618536 -5.109767 -0.026 -0.022 -0.063 0.102
H -1.940341 -0.440771 -3.926570 -0.067 0.015 0.003 0.105
H 2.083306 -1.861750 -4.037712 0.071 -0.027 -0.037 0.105
H -1.551143 0.485031 -1.674421 -0.079 0.053 0.065 0.097
H 2.493180 -0.943149 -1.812441 -0.011 -0.027 0.051 0.107
H -0.890209 -1.454523 1.662167 -0.167 -0.177 -0.027 0.079
H -1.663464 1.182028 0.380486 -0.084 0.022 -0.099 0.041
H -2.413703 1.956212 1.778961 -0.104 0.093 0.030 0.080
H -2.713420 0.245539 1.453926 -0.164 -0.112 0.038 0.084
H -1.753250 -0.227548 3.947700 -0.083 -0.016 0.032 0.083
H -1.583397 1.532874 4.040392 -0.049 0.049 0.082 0.079
H -0.183574 0.489883 4.334745 -0.002 -0.037 0.056 0.075
H 0.020330 1.449109 2.101024 -0.013 -0.089 -0.012 0.129
H 2.593610 0.847758 -0.505995 -0.085 0.015 0.142 0.141